No. 1
{
  "formula": "H14NO5",
  "method": "wB97M-V/def2-TZVPD",
  "species": ["N", "H", "H", "H", "H", "H", "H", "O", "H", "H", "O", "H", "H", "O", "H", "H", "O", "H", "H", "O"],
  "positions_angstrom": [[0.17810, 1.02007, 0.45624], [-0.16281, 1.85234, 0.96469], [-0.57310, 0.35721, 0.65350], [0.24101, 1.28832, -0.51177], [1.01958, 0.57301, 0.83474], [0.71096, -4.25205, -3.19523], [0.48882, -3.66184, -4.53832], [0.19372, -3.54646, -3.64174], [-1.78352, 2.57974, -2.21341], [-2.13731, 1.16841, -2.67595], [-2.13489, 1.71564, -1.88184], [1.12254, -0.52824, 3.26015], [1.89953, -1.01628, 2.02446], [1.00462, -0.82142, 2.35697], [0.95867, -2.50544, -0.00853], [1.59367, -1.68717, -1.09662], [1.38106, -1.65712, -0.17163], [-2.00420, 2.72782, 2.79989], [-0.88960, 3.39938, 3.72445], [-1.10684, 2.99411, 2.85992]],
  "total_charge": 1,
  "e_homo_ha": -0.5223
}



No. 2
{
  "formula": "C11H22BBr2NO8S",
  "method": "wB97M-V/def2-TZVPD",
  "species": ["C", "C", "O", "C", "C", "C", "C", "O", "C", "O", "O", "S", "O", "O", "O", "C", "C", "B", "N", "O", "H", "H", "H", "H", "H", "H", "H", "H", "H", "H", "H", "H", "H", "H", "H", "H", "H", "H", "Br", "C", "C", "Br", "H", "H", "H", "H"],
  "positions_angstrom": [[1.32172, 2.57256, 1.96606], [0.73440, 1.33140, 2.61857], [1.77402, 0.65844, 3.34388], [-0.05144, 0.40418, 1.68679], [0.64668, -0.11899, 0.43952], [0.56914, 0.87505, -0.72018], [-0.85058, 1.25526, -1.08343], [-1.02450, 2.67629, -0.70487], [-2.31608, 2.90554, -0.38076], [-2.65770, 3.46460, 0.64807], [-0.24337, -1.22628, -0.02274], [0.56361, -2.15315, -1.04745], [0.11576, -1.85819, -2.36730], [0.48542, -3.53474, -0.71044], [2.00139, -1.55013, -0.78111], [1.95198, -0.87516, 0.56017], [3.24368, -0.07014, 0.56770], [2.09792, -2.13960, 1.58111], [1.46704, -2.31123, 2.87719], [2.96527, -3.11006, 1.14826], [2.07525, 2.32878, 1.23008], [1.81895, 3.14933, 2.74013], [0.54541, 3.18315, 1.51756], [0.01356, 1.69210, 3.35020], [1.59710, 0.79027, 4.27200], [-0.40374, -0.42237, 2.29078], [-0.94296, 0.96136, 1.42099], [1.10023, 1.79402, -0.50932], [1.03971, 0.48276, -1.61307], [-1.60776, 0.69455, -0.55166], [-1.03939, 1.19381, -2.14673], [-3.06599, 2.57414, -1.11581], [3.35872, 0.51433, 1.46797], [4.04361, -0.79379, 0.45688], [3.27276, 0.53483, -0.33336], [1.91259, -1.80634, 3.62564], [0.47019, -2.16627, 2.87902], [2.45621, -3.89821, 0.93026], [-3.47887, -1.43497, -1.50291], [-4.29187, -1.04801, -3.22790], [-3.28323, -1.08683, -4.34448], [-2.16016, 0.50189, -4.35975], [-4.77902, -0.08323, -3.13614], [-5.04308, -1.82132, -3.37003], [-3.78798, -1.09042, -5.30778], [-2.61462, -1.93922, -4.28157]],
  "smiles": "C[C@H](O)C[C@]1(CCOC=O)OS(=O)(=O)O[C@]1(C)B(N)O.BrCCBr",
  "e_homo_ha": -0.3512
}



No. 3
{
  "formula": "C3H9N3",
  "method": "wB97M-V/def2-TZVPD",
  "species": ["C", "N", "C", "C", "N", "N", "H", "H", "H", "H", "H", "H", "H", "H", "H"],
  "positions_angstrom": [[-2.46600, 0.02552, 0.53553], [-1.71368, 0.02173, -0.77924], [-0.40005, -0.48068, -0.07858], [0.55638, 0.79123, -0.01165], [1.92664, 0.71459, 0.10682], [2.35065, -0.57041, 0.00769], [-2.10862, -1.11990, 0.94441], [-3.51929, 0.34098, 0.46228], [-1.88807, 0.89166, 1.07652], [-2.11036, -0.87109, -1.07098], [-0.41256, -0.84434, 1.20840], [0.28433, -1.41888, -0.70779], [0.15209, 1.88575, -0.46164], [1.90140, -1.41491, 0.52316], [3.61384, -0.62700, 0.00696]],
  "smiles": "CNC/C=N\\N",
  "e_homo_ha": -0.3073
}



No. 4
{
  "formula": "C4H9NO",
  "method": "wB97M-V/def2-TZVPD",
  "species": ["C", "C", "C", "O", "N", "C", "H", "H", "H", "H", "H", "H", "H", "H", "H"],
  "positions_angstrom": [[-0.69841, 0.70477, 0.95221], [0.84057, -1.01704, 1.43460], [0.41709, -0.18358, 0.34115], [1.61943, 0.40140, 0.55810], [0.12865, -0.71945, -0.93251], [-0.08957, 0.27810, -1.95479], [-1.54478, 0.92376, 0.30451], [-1.26481, 0.38441, 1.83954], [-0.43337, 1.72711, 1.24774], [1.71281, -1.62800, 1.44514], [0.30166, -1.09405, 2.38352], [-0.61805, -1.40291, -0.89162], [-1.03765, 0.83605, -1.88955], [0.73183, 0.99834, -1.90598], [-0.06540, -0.20891, -2.93206]],
  "e_homo_ha": -0.3320
}



No. 5
{
  "formula": "C3H7NO3",
  "method": "wB97M-V/def2-TZVPD",
  "species": ["C", "C", "C", "N", "O", "O", "O", "H", "H", "H", "H", "H", "H", "H"],
  "positions_angstrom": [[-0.59761, 0.16746, 0.86033], [2.09446, 0.60049, 0.34724], [-0.90776, -0.21691, -1.51079], [0.50377, -0.49263, 1.46798], [1.71027, -0.52004, 0.81617], [-0.43395, 0.62330, -0.47268], [-1.72627, -0.62214, 1.06631], [-1.44102, -1.54480, 1.05603], [-0.75947, 1.10027, 1.42990], [1.65013, 1.57369, 0.48862], [3.03292, 0.54974, -0.18766], [-0.62361, 0.26325, -2.44482], [-0.50060, -1.22782, -1.42222], [-2.00126, -0.25387, -1.49441]],
  "e_homo_ha": [-0.3173, -0.2865]
}



No. 6
{
  "formula": "C18H36ClN2O7S4",
  "method": "wB97M-V/def2-TZVPD",
  "species": ["C", "C", "C", "C", "N", "C", "C", "C", "C", "S", "O", "O", "N", "S", "O", "O", "C", "C", "C", "Cl", "C", "S", "S", "C", "C", "C", "H", "H", "H", "H", "H", "H", "H", "H", "H", "H", "H", "H", "H", "H", "H", "H", "H", "H", "H", "H", "H", "H", "H", "H", "H", "H", "H", "H", "H", "H", "C", "O", "C", "O", "O", "C", "H", "H", "H", "H", "H", "H"],
  "positions_angstrom": [[4.80262, 0.57043, 0.52133], [4.09331, -0.79136, 0.13697], [2.57973, -0.47638, -0.04596], [1.71640, -1.69061, -0.52357], [1.60936, -1.81292, -1.98626], [1.11747, -3.14031, -2.43675], [-0.36797, -3.21021, -2.89315], [-1.40909, -2.87470, -1.76942], [-1.96454, -4.12293, -1.01575], [-2.36945, -3.73655, 0.72673], [-1.44157, -4.57986, 1.55418], [-2.13591, -2.29883, 1.06882], [-3.93962, -4.16306, 1.15057], [-5.04380, -3.35832, 0.18513], [-6.40798, -3.71045, 0.69697], [-4.98201, -3.68982, -1.27125], [-4.92653, -1.53365, 0.30828], [-5.43092, -0.90852, 1.65939], [-4.57898, 0.38292, 1.97768], [-5.25754, -1.99054, 3.10594], [0.94558, -0.71927, -2.58409], [1.11371, -0.39496, -4.22193], [-0.10104, 0.45091, -1.63144], [-1.66932, 0.66214, -2.56336], [-1.77629, 2.05639, -3.31128], [-0.80175, 3.14856, -2.74036], [4.19201, 1.03041, 1.32767], [5.83866, 0.40134, 0.87195], [4.74978, 1.24510, -0.36060], [4.27042, -1.50180, 0.97226], [4.55637, -1.16916, -0.79993], [2.42313, 0.42721, -0.67892], [2.18218, -0.19563, 0.95966], [0.74806, -1.66848, 0.02353], [2.24511, -2.60753, -0.17013], [1.35805, -3.89138, -1.65305], [1.73802, -3.43273, -3.31899], [-0.59968, -2.61471, -3.79674], [-0.55273, -4.27465, -3.18997], [-2.27821, -2.38399, -2.26721], [-0.98124, -2.12355, -1.07924], [-2.80653, -4.55926, -1.59035], [-1.17206, -4.90670, -1.00367], [-5.60120, -1.13968, -0.48681], [-3.91929, -1.13267, 0.07907], [-6.46917, -0.54258, 1.52052], [-4.73140, 0.65306, 3.04269], [-4.96102, 1.20031, 1.31940], [-3.50571, 0.22489, 1.75799], [-1.77612, -0.16299, -3.29536], [-2.50738, 0.62794, -1.83537], [-2.81299, 2.44485, -3.19805], [-1.54969, 1.89681, -4.38259], [-1.07727, 4.12665, -3.20013], [0.24515, 2.88950, -2.97792], [-0.93520, 3.27818, -1.64535], [5.74945, 6.56559, 3.08525], [4.93002, 5.45326, 2.73539], [4.19349, 4.98260, 3.74468], [4.17790, 5.41220, 4.86558], [3.48030, 3.95364, 3.28834], [2.63788, 3.34529, 4.26732], [6.29737, 6.85885, 2.19216], [5.13819, 7.40686, 3.41227], [6.46527, 6.28866, 3.85931], [1.90346, 4.05878, 4.64057], [3.23062, 2.94030, 5.08744], [2.11221, 2.52703, 3.77994]],
  "total_charge": -1,
  "e_homo_ha": -0.2198
}